A structure of composition C9H9NO2 at a distorted geometry. Source: the Open Molecules 2025 dataset; level of theory: wB97M-V/def2-TZVPD.

Values from the calculation:
Relative energy (zero: lowest compared OMol25 entry of this formula, charge and spin) ... 487.17 kJ/mol
LUMO energy ... 0.67 eV
DFT total energy ... -15059.6081 eV
Total charge ... 0
Frontier orbital gap ... 0.32900 Eh
HOMO energy ... -0.3042 hartree

Geometry as XYZ:
```
21
C9H9NO2 (wB97M-V/def2-TZVPD)
C 0.191 1.742 -1.001
C -1.255 1.423 -0.337
C -1.756 0.088 -0.857
C -0.495 -0.935 -0.319
C 0.029 -2.300 -0.344
C 0.987 -2.756 0.567
C 1.090 -2.073 1.781
C 0.742 -0.774 1.830
C -0.079 -0.233 0.790
H 1.245 2.221 -2.612
H -1.948 2.213 -0.466
H -2.782 -0.172 -0.178
H -2.228 -0.015 -2.173
H -0.235 -3.208 -1.032
H 1.016 -3.846 0.810
H 1.573 -2.125 2.869
H 0.963 0.021 2.507
H -0.184 1.545 1.614
N -0.814 0.922 1.037
O 0.296 2.051 -2.378
O 1.148 1.926 -0.279
```

Atomic partial charges in e from the natural (NBO) method, atoms 1 to 6: 0.788, -0.173, -0.410, -0.108, -0.157, -0.296